77
Properties=species:S:1:pos:R:3:forces:R:3 method="wB97M-V/def2-TZVPD" spin_multiplicity=6 homo_energy_ev="-16.3 / -16.3" s2=9.340 gap_ha="0.31075 / 0.30074" e_tot_ha=-2599.55052 total_charge=+3
Dy 0.23973 1.61754 0.07188 -0.51 1.61 0.54
N 2.61043 2.19304 -0.48352 0.19 -0.06 -0.38
C 3.30923 2.90394 0.61998 0.23 0.08 0.38
C 3.04143 2.22444 1.97268 -0.04 0.24 -0.04
C 1.83363 2.78674 2.74418 0.31 0.09 -0.02
N 0.61713 1.93494 2.54778 -0.07 -0.03 0.17
H 3.07753 1.28174 -0.59482 -0.30 0.32 -0.05
H 2.82203 2.69554 -1.35312 -0.16 -0.23 0.19
H 2.95173 3.93994 0.64448 0.11 -0.15 -0.04
H 4.38883 2.93444 0.43258 -0.23 -0.01 -0.05
H 3.93063 2.34104 2.59388 -0.06 -0.03 -0.04
H 2.91513 1.14094 1.81558 0.11 0.12 0.13
H 1.59813 3.79864 2.39088 0.02 -0.17 0.13
H 2.07413 2.85984 3.81268 -0.16 -0.04 -0.26
H -0.13947 2.37594 3.08638 0.11 -0.27 -0.29
H 0.80913 1.05714 3.04928 -0.25 0.21 -0.30
C -4.89187 1.67394 -0.53812 -0.14 -0.39 0.00
N -4.20617 2.95764 -0.50252 0.43 -0.01 0.20
C -5.01587 4.14784 -0.72142 -0.27 0.45 -0.06
C -2.89057 3.00104 -0.28282 0.05 -0.22 -0.24
N -2.12267 1.93214 -0.18312 0.06 -0.37 -0.16
N -2.33187 4.26914 -0.15892 -0.55 0.35 0.17
C -1.10777 4.70534 -0.62012 0.14 0.02 -0.09
N -1.05997 6.00934 -0.91292 -0.05 0.09 0.04
N -0.08767 3.89844 -0.73832 0.47 -0.20 -0.08
H -5.96307 1.83414 -0.44272 0.09 0.04 0.02
H -4.58487 1.03334 0.29228 -0.02 0.08 -0.02
H -4.71107 1.16204 -1.48812 0.00 0.01 0.05
H -5.94167 3.86204 -1.21652 0.11 -0.01 0.02
H -4.51397 4.85894 -1.38032 -0.05 -0.08 0.01
H -5.28367 4.62974 0.22318 0.02 0.00 -0.03
H -2.68757 1.10474 -0.39962 0.33 0.26 0.14
H -3.01167 5.00804 -0.00492 0.23 -0.24 -0.04
H -1.85987 6.61634 -0.82342 0.03 -0.03 -0.08
H -0.21727 6.43544 -1.26742 -0.02 -0.04 0.12
H 0.69393 4.41004 -1.15902 -0.25 -0.26 0.15
O 1.04403 -0.26586 -0.20582 -0.15 0.29 -0.02
P 0.94163 -1.77996 -0.34502 -0.12 -1.84 -0.12
N 0.25713 -2.28116 1.09658 0.46 0.45 -1.17
C 0.05973 -3.72846 1.28728 0.22 -0.46 -0.02
C -0.95107 -3.82946 2.42618 0.04 0.07 -0.13
C -1.78877 -2.56606 2.24648 0.12 0.05 0.06
C -0.72227 -1.53206 1.88058 -0.14 0.40 0.09
N 0.04063 -2.08686 -1.69962 0.58 0.39 0.94
C -0.06527 -3.33576 -2.47272 0.25 -0.50 -0.36
C -1.50227 -3.34326 -2.98542 0.13 0.13 0.05
C -1.78797 -1.85596 -3.17982 -0.01 -0.13 0.07
C -1.12097 -1.22906 -1.95392 -0.13 0.44 -0.03
N 2.45013 -2.39826 -0.48092 -1.03 0.34 0.34
C 3.34173 -2.01576 0.62408 0.42 0.23 0.37
C 4.65613 -2.69186 0.26568 -0.09 -0.06 -0.06
C 4.18073 -4.02796 -0.29792 0.01 0.12 0.02
C 2.90213 -3.67376 -1.06522 0.11 -0.45 -0.60
H 1.01493 -4.19926 1.52748 -0.07 -0.10 -0.01
H -0.33937 -4.19516 0.37868 0.01 0.02 0.06
H -0.44397 -3.81326 3.38998 0.03 -0.02 0.03
H -1.53857 -4.73976 2.36298 -0.02 -0.06 0.05
H -2.33217 -2.30596 3.14888 -0.11 0.10 0.03
H -2.49787 -2.70406 1.43028 -0.05 0.08 -0.07
H -0.23407 -1.17156 2.79688 -0.15 0.13 -0.06
H -1.12057 -0.65296 1.32148 0.04 -0.42 0.26
H 0.16453 -4.21076 -1.86692 -0.02 0.02 -0.04
H 0.63783 -3.29986 -3.31002 -0.03 -0.08 0.08
H -2.18017 -3.76336 -2.24072 0.02 -0.05 0.01
H -1.59977 -3.91206 -3.90702 -0.02 -0.04 0.04
H -2.85547 -1.65186 -3.22532 0.02 0.14 -0.04
H -1.31427 -1.50856 -4.09712 -0.02 0.11 0.00
H -1.82117 -1.24716 -1.10362 0.03 0.07 -0.01
H -0.79337 -0.18226 -2.13522 -0.22 -0.35 -0.02
H 2.97453 -2.38626 1.58908 -0.03 0.05 -0.04
H 3.41663 -0.92566 0.67338 0.06 -0.08 0.08
H 5.30583 -2.81026 1.12818 0.05 0.05 0.02
H 5.18283 -2.12196 -0.49982 0.02 0.04 0.01
H 3.96793 -4.72236 0.51488 -0.04 -0.02 -0.01
H 4.91903 -4.48476 -0.94812 0.02 -0.11 -0.04
H 2.15933 -4.46296 -0.96732 -0.04 0.00 0.00
H 3.10753 -3.52156 -2.12722 -0.03 -0.06 0.06